# 1
A 2-piece molecular cluster, C9H18N2Si overall at a distorted geometry. Source: OMol25; level of theory: ωB97M-V/def2-TZVPD.

Each line ends with the Löwdin charge.
Positions of all 30 atoms, in Å:
C  1.03451  -2.06888  1.60133  -0.094
C  -0.08105  -1.68325  0.59685  -0.305
N  -0.65565  -0.55550  0.51629  -0.048
Si  -2.18818  -0.05043  -0.33135  0.605
C  -2.99865  0.95459  1.12555  -0.189
C  -2.96607  -1.65139  -1.09250  -0.139
C  -1.26601  1.00733  -1.66949  -0.188
H  1.59894  -2.75142  1.05873  0.023
H  1.54346  -1.12669  2.02986  0.088
H  0.49452  -2.54240  2.53304  0.107
H  -0.39403  -2.60610  0.10429  0.092
H  -2.73988  2.04112  1.08028  0.028
H  -4.09070  1.10756  1.03380  0.013
H  -2.74487  0.49899  2.09052  0.019
H  -2.92175  -2.34927  -0.36830  -0.020
H  -3.96051  -1.59912  -1.36003  0.000
H  -2.38815  -1.92593  -1.87838  -0.003
H  -0.34300  0.55743  -1.94554  -0.003
H  -1.76587  1.16130  -2.61276  0.004
H  -0.96439  2.04049  -1.28691  0.044
C  2.59319  2.72154  0.36551  -0.085
C  1.85289  1.43217  0.18359  -0.126
C  2.50950  0.35648  -0.23209  -0.045
C  3.11346  -0.68647  -0.60481  -0.212
N  3.78202  -1.54965  -1.17518  0.116
H  1.98275  3.52544  0.85050  0.093
H  3.44654  2.59059  0.97397  0.063
H  2.94376  2.96607  -0.58850  0.059
H  0.86492  1.52882  0.48891  0.055
H  4.70829  -1.34339  -1.48722  0.051

Atomic forces in eV per Å
-2.5256 2.8153 2.1765
-0.2636 0.5862 1.5845
-0.4392 -0.7857 0.0619
2.3515 -0.0860 0.2528
-0.7948 0.6473 -1.3068
0.0911 4.0408 1.3415
-0.9073 1.6018 0.9748
1.7281 -1.2661 -0.2635
-0.4196 -1.6477 -0.9687
1.0207 0.4919 -1.8977
-0.4629 -0.0534 -0.6270
0.7121 -0.9181 0.1582
0.1893 -0.8056 0.1264
-0.0504 0.2478 -0.2974
0.3613 -2.5950 2.5855
-2.1926 0.3827 -0.8488
1.7858 -0.8364 -2.5002
0.8418 -0.8091 0.0977
-0.5704 0.1688 -0.2649
-0.5853 -1.2484 -0.3073
-1.3368 0.3857 0.9652
2.3617 -0.2634 0.0523
-1.6032 1.0444 1.0528
1.3209 0.3585 -1.3678
-1.2630 -1.2196 0.3863
0.3716 -0.6485 -0.7693
1.0375 -0.2722 0.7429
0.5380 1.1072 -1.4513
-1.9258 -0.8929 0.1949
0.6290 0.4695 0.1164

Computed properties:
**E_tot**: -752.60465 Ha
**Charge**: 0
**LUMO level**: 0.2675 eV
**Max |F|**: 4.4 eV/A
**Structure (SMILES)**: C/C=N/[Si](C)(C)C.CC=C=C=N



# 2
A 2-piece molecular cluster, C9H18N3 overall at a distorted geometry. Source: OMol25; level of theory: ωB97M-V/def2-TZVPD.

Each line ends with the Mulliken spin population.
Positions of all 30 atoms, in Å:
C  -1.33909  -1.86923  -0.18275  0.515
C  0.47839  0.53471  -0.21669  0.024
C  -0.71785  -3.02834  -0.31344  0.660
C  0.02731  -0.08836  2.10659  0.050
C  -0.48254  2.20714  1.20183  0.013
C  1.93006  1.49551  1.53230  0.005
C  -3.16655  -0.11697  -0.35917  0.010
C  2.27563  -0.52463  -2.89624  0.005
C  0.45159  0.99557  1.19083  -0.028
N  0.73683  0.02167  -1.24822  0.034
N  -1.83458  -0.77279  -0.20063  0.518
N  0.94175  -0.47275  -2.38284  0.016
H  -0.32852  -3.27242  -1.33415  0.060
H  -0.56893  -3.61405  0.55962  0.069
H  0.40508  0.08560  3.19161  -0.005
H  -1.09038  -0.37543  2.30406  0.010
H  0.48751  -1.05860  1.85033  -0.018
H  -0.37679  2.90397  0.33078  -0.002
H  -0.36983  2.91305  1.99094  0.001
H  -1.58370  1.91230  1.18938  0.000
H  2.17597  0.70705  2.19368  0.000
H  1.80871  2.57018  1.90735  0.000
H  2.37284  1.59147  0.53651  -0.002
H  -3.02613  0.56390  -1.18157  0.013
H  -3.97693  -0.91605  -0.58034  0.030
H  -3.39992  0.51145  0.60379  0.012
H  2.16719  -0.49862  -3.97628  -0.002
H  2.71303  0.37278  -2.56132  -0.003
H  2.89329  -1.40927  -2.67899  0.005
H  0.39656  -1.36884  -2.57697  0.010

Atomic forces in eV per Å
-0.9181 -0.4726 1.9384
0.6912 -2.0479 -2.7470
1.1103 -0.2399 -1.5823
-1.2146 -2.5305 3.6747
-2.4640 0.6383 -1.4966
-2.5928 1.6603 -1.5757
0.2410 -0.2648 2.0936
0.5961 -0.4696 -1.2438
-0.4828 2.2613 -0.8128
-0.6035 2.5159 5.6628
-2.5988 2.3902 -1.6415
-1.6204 -3.4625 -2.5494
0.5298 -0.6342 0.5239
0.1692 -1.2768 0.1736
-0.4663 0.1694 -1.8185
1.8686 1.1202 -1.0167
-0.0062 0.3857 -0.0713
0.2349 -0.9283 0.2648
0.3653 -0.0725 1.2599
1.4115 0.1876 0.0418
1.7534 -0.0734 0.6245
0.5423 -1.8819 0.0811
1.0442 -0.3138 0.6892
-0.5090 0.2247 -0.2960
1.4733 1.3985 0.5024
0.1198 -1.2976 -1.7376
0.1948 0.1822 -0.1460
1.0986 0.9414 0.1556
-0.4450 0.2258 0.5481
0.4769 1.6648 0.5009

Computed properties:
**E_tot**: -517.41070 Ha
**Charge**: +1
**LUMO level (alpha / beta)**: -2.8621 / -5.5830 eV
**Multiplicity**: 3
**Max |F|**: 6.2 eV/A



# 3
A single C9H18N3O9P3 molecule at a distorted geometry. Source: OMol25; level of theory: ωB97M-V/def2-TZVPD.

Each line ends with the Löwdin charge.
Positions of all 42 atoms, in Å:
C  3.66269  -1.58567  -1.97501  -0.142
O  3.85117  -1.70463  -0.57415  -0.247
P  2.49963  -2.31242  0.21159  0.670
O  2.15766  -3.62654  -0.43478  -0.290
O  2.90618  -2.58619  1.76372  -0.252
C  2.03885  -3.48427  2.46470  -0.123
C  0.96633  -1.09420  0.09695  -0.230
N  0.14232  -0.87542  1.12485  0.119
C  -0.86332  -0.01554  1.09584  -0.293
P  -1.81119  0.41508  2.68183  0.627
O  -1.41619  -0.54181  3.76589  -0.287
O  -3.43160  0.36531  2.51265  -0.242
C  -4.12676  0.65642  3.73062  -0.114
O  -1.52386  1.93927  3.22321  -0.241
C  -0.17132  1.96867  3.68935  -0.133
N  -1.15050  0.55237  -0.08396  0.125
C  -0.41814  0.33058  -1.20153  -0.250
P  -0.75576  1.46900  -2.76457  0.646
O  -2.20731  1.71609  -2.99884  -0.283
O  -0.21332  0.74910  -4.14180  -0.270
C  -0.81348  -0.54785  -4.37773  -0.105
O  0.01973  2.91770  -2.53992  -0.259
C  -0.20877  3.83423  -3.64064  -0.109
N  0.64877  -0.50567  -1.10277  0.116
H  3.26927  -2.51423  -2.39875  0.083
H  3.00137  -0.74709  -2.18033  0.064
H  4.64929  -1.42341  -2.41605  0.093
H  2.40732  -3.55769  3.51253  0.099
H  0.98266  -3.10663  2.48284  0.087
H  2.02651  -4.50438  2.01618  0.091
H  -3.74729  0.16380  4.59352  0.068
H  -5.17213  0.30292  3.57861  0.106
H  -4.11503  1.72972  3.95091  0.089
H  -0.19922  1.66350  4.74008  0.093
H  0.18217  3.01759  3.64380  0.098
H  0.55685  1.37063  3.13289  0.077
H  -0.69651  -1.16526  -3.51482  0.054
H  -0.27409  -1.06892  -5.24100  0.117
H  -1.86056  -0.45262  -4.63357  0.081
H  0.15450  3.37806  -4.56345  0.081
H  0.32333  4.78253  -3.43172  0.096
H  -1.27026  4.09785  -3.79722  0.091

Atomic forces in eV per Å
0.2075 -0.0840 -0.9986
-2.2957 -0.1252 2.9360
0.9593 -2.9876 -1.3086
-0.4113 2.1859 0.6495
-0.0856 1.7266 -1.8836
-1.2366 -0.9456 0.8924
-2.0942 1.5803 -1.1423
1.6119 -0.9549 2.2975
0.4124 -0.0028 -3.1316
-1.1325 -1.4481 3.6033
0.1449 0.8554 -1.8171
2.1291 0.5252 -0.9609
-1.7637 0.5280 -0.2092
-0.0137 -1.6456 -2.2488
0.7832 1.5065 1.1658
-1.1139 1.6317 -0.7211
1.5051 -0.6509 2.7102
-2.3071 1.0643 -1.3486
1.2704 -0.5832 1.0990
0.7221 0.3091 1.9062
0.8005 -0.4004 -1.6745
-0.2995 -2.4910 -0.3172
-0.1840 0.7485 -0.4637
0.8419 0.0801 -0.5844
-0.1186 0.1549 0.1320
0.0330 -0.0247 -0.2515
-0.1301 0.1437 0.1970
-0.1505 0.2325 -0.8599
0.9763 -0.1784 0.0171
0.2350 0.8675 0.1261
0.6894 -0.7180 0.4287
0.7781 0.4000 -0.0053
-0.0832 -0.1447 -0.3230
0.3322 -0.1311 -0.2743
-0.3501 -0.5021 -0.0604
-0.3885 -0.1830 -0.0538
0.0424 -0.5159 0.6504
-0.5585 1.0442 1.2001
-0.1851 0.2081 0.0291
0.1293 0.1924 0.0667
-0.0540 -0.8038 0.0800
0.3524 -0.4638 0.4510

Computed properties:
**E_tot**: -2219.32920 Ha
**Charge**: 0
**LUMO level**: -1.2340 eV
**Max |F|**: 4.0 eV/A
**Structure (SMILES)**: COP(=O)(OC)c1nc(P(=O)(OC)OC)nc(P(=O)(OC)OC)n1



# 4
An isolated ion of composition C9H18N3OS and charge +1 at a distorted geometry. Source: OMol25; level of theory: ωB97M-V/def2-TZVPD.

Each line ends with the Löwdin charge.
Positions of all 32 atoms, in Å:
C  -1.71802  1.42259  -1.74991  -0.070
C  -2.02556  0.66319  -0.53550  -0.430
N  -2.75364  1.52549  0.38511  0.044
C  -2.58197  0.89727  1.70861  -0.162
C  -1.18287  0.39059  1.61288  -0.130
N  -0.91054  0.20507  0.19420  -0.021
C  0.42764  0.27076  -0.22223  -0.102
C  0.91639  -0.04913  -1.52526  -0.020
N  1.28986  -0.99438  -0.47387  -0.198
C  0.54488  -2.27659  -0.52522  0.009
C  2.63846  -1.10237  0.01939  -0.229
C  2.82323  -0.49819  1.36718  -0.299
S  2.75679  1.42687  1.10600  0.957
O  3.63272  1.66088  -0.08701  -0.543
H  -0.77137  1.96198  -1.97879  0.096
H  -2.41820  2.30017  -1.98660  0.122
H  -1.86397  0.71062  -2.61445  0.094
H  -2.57002  -0.21222  -1.08708  0.176
H  -3.68264  1.56367  0.14002  0.095
H  -3.26016  0.06849  2.02775  0.131
H  -2.78773  1.70848  2.41783  0.128
H  -0.54383  1.10349  2.05270  0.109
H  -1.00892  -0.55869  2.10145  0.123
H  0.25561  -0.36043  -2.25719  0.111
H  1.81303  0.39447  -1.93400  0.144
H  1.15289  -3.01141  -1.12690  0.124
H  0.30973  -2.69793  0.52835  0.134
H  -0.52291  -2.17924  -0.96092  0.129
H  3.33760  -0.76193  -0.73136  0.128
H  2.90881  -2.18554  0.13818  0.153
H  2.02007  -0.78782  2.12547  0.117
H  3.77465  -0.59820  1.87116  0.081

Atomic forces in eV per Å
-0.1129 2.1616 -4.6917
-1.6155 0.2299 -2.0917
2.2828 -1.8893 0.9882
-1.6319 0.2939 0.3935
0.4051 -1.0262 0.7341
3.3541 -0.2178 0.5709
-1.5148 0.5275 1.0553
1.7303 1.1027 -0.0006
-2.5993 -1.4850 0.5052
-1.7248 -1.6498 0.6403
1.7639 -2.0780 0.5199
-1.2936 2.4550 1.2680
-0.2535 -1.2818 -0.6622
-0.5642 -0.2978 0.7072
-0.0814 -0.6720 1.0333
0.3759 -1.5339 0.7587
0.3254 0.9970 0.4424
0.1222 0.6387 2.1677
-2.5816 0.3582 -0.7533
0.0638 0.4398 -0.8535
0.6579 -0.3925 0.2464
1.2133 0.8815 0.2316
-0.2005 -0.2107 0.4863
-1.1835 -1.0219 -1.3450
0.0180 0.7135 0.0437
-0.7610 0.7456 0.6865
0.9379 0.7704 -1.5768
2.0217 0.2612 0.3690
0.1780 0.5943 -0.0331
-0.5851 0.7167 -0.3207
0.8734 0.4464 -1.1258
0.3800 -0.5772 -0.3938

Computed properties:
**E_tot**: -990.98190 Ha
**Charge**: +1
**LUMO level (alpha / beta)**: -4.7005 / -4.2645 eV
**Max |F|**: 5.2 eV/A
**Structure (SMILES)**: C[C@@H]1NCC/[N+]1=C1\C[N@@+]1(C)CCS[O-]